{"formula": "C52H71N7O12", "method": "the ωB97M-V functional and the def2-TZVPD basis", "species": ["O", "C", "O", "C", "C", "C", "H", "H", "H", "H", "H", "H", "O", "C", "O", "C", "C", "C", "H", "H", "H", "H", "H", "H", "O", "C", "O", "C", "C", "C", "H", "H", "H", "H", "H", "H", "O", "C", "O", "C", "C", "C", "H", "H", "H", "H", "H", "H", "O", "C", "O", "C", "C", "C", "H", "H", "H", "H", "H", "H", "O", "C", "O", "C", "C", "C", "H", "H", "H", "H", "H", "H", "N", "C", "C", "C", "C", "H", "H", "H", "H", "H", "N", "C", "C", "C", "C", "H", "H", "H", "H", "H", "N", "C", "C", "C", "C", "H", "H", "H", "H", "H", "N", "C", "C", "C", "C", "H", "H", "H", "H", "H", "N", "C", "C", "C", "C", "H", "H", "H", "H", "H", "N", "C", "C", "C", "C", "H", "H", "H", "H", "H", "N", "C", "C", "C", "C", "H", "H", "H", "H", "H"], "xyz": [[0.3219, 4.0947, -1.6404], [-0.5460, 4.8055, -1.2152], [-0.4111, 6.1397, -1.1130], [-1.6113, 6.7221, -0.5536], [-2.6739, 5.6838, -0.8761], [-1.9153, 4.3732, -0.7325], [-1.8269, 7.6473, -1.0815], [-1.4850, 6.8801, 0.5169], [-2.9881, 5.8326, -1.9149], [-3.6000, 5.8028, -0.3105], [-2.3858, 3.5810, -1.3071], [-1.8277, 4.0513, 0.3066], [-0.5219, 0.8683, 2.5548], [-0.1402, 0.6548, 1.4373], [-0.1835, 1.5820, 0.4680], [0.4093, 1.0742, -0.7513], [0.2549, -0.4325, -0.6110], [0.4284, -0.6511, 0.8874], [1.4552, 1.3773, -0.7548], [-0.1407, 1.4322, -1.6166], [0.9721, -0.9254, -1.2717], [-0.7218, -0.8096, -0.9172], [1.4707, -0.8093, 1.1602], [-0.1678, -1.4737, 1.2780], [-0.7540, -3.2420, -1.8227], [-1.6996, -3.9160, -2.1164], [-1.5620, -5.1489, -2.6289], [-2.8258, -5.8182, -2.7498], [-3.9077, -4.7581, -2.5147], [-3.1622, -3.5203, -2.0306], [-2.8672, -6.6072, -1.9990], [-2.9152, -6.2723, -3.7340], [-4.6563, -5.1404, -1.8213], [-4.4504, -4.5579, -3.4388], [-3.3938, -3.2106, -1.0108], [-3.3987, -2.6499, -2.6432], [3.6037, -1.5221, 2.0751], [4.4829, -0.9564, 1.4759], [5.0463, -1.5170, 0.4010], [6.0680, -0.6572, -0.1593], [6.4320, 0.2850, 0.9756], [5.1902, 0.3321, 1.8487], [5.5947, -0.1534, -1.0050], [6.8827, -1.2839, -0.5107], [6.7766, 1.2260, 0.5461], [7.3144, -0.0624, 1.5190], [4.5404, 1.1664, 1.5723], [5.3916, 0.3380, 2.9154], [-3.3628, -1.5708, 7.2918], [-2.7421, -0.6215, 6.9130], [-1.8834, 0.0273, 7.7164], [-1.2431, 1.1269, 7.0528], [-1.6129, 1.0262, 5.5798], [-2.7599, 0.0005, 5.5338], [-0.1683, 1.0661, 7.2168], [-1.5697, 2.0606, 7.5142], [-0.7957, 0.6926, 4.9473], [-1.9737, 1.9724, 5.1767], [-2.6631, -0.7253, 4.7335], [-3.7310, 0.4994, 5.4723], [-6.1768, 0.1969, 3.2469], [-5.2916, 0.2594, 2.4465], [-4.8915, -0.7934, 1.7147], [-3.8722, -0.4271, 0.7606], [-3.8886, 1.0893, 0.7166], [-4.4745, 1.4830, 2.0755], [-4.0607, -0.9256, -0.1881], [-2.9385, -0.8529, 1.1430], [-4.5426, 1.4378, -0.0855], [-2.9281, 1.5886, 0.5836], [-5.1755, 2.3071, 1.9430], [-3.7304, 1.7769, 2.8126], [2.3119, 2.3899, -4.1432], [2.0974, 1.1326, -3.6666], [3.3181, 0.5734, -3.3768], [4.3097, 1.4715, -3.8830], [3.6621, 2.6240, -4.2469], [1.6164, 3.1026, -4.2784], [1.1068, 0.7340, -3.5284], [3.4985, -0.4112, -2.9766], [5.3685, 1.2717, -3.8688], [4.0112, 3.5685, -4.6305], [3.8912, 3.4026, -1.2478], [3.1584, 3.5404, -0.1158], [4.0298, 3.6388, 0.9390], [5.3507, 3.5206, 0.4087], [5.2190, 3.4265, -0.9601], [3.5287, 3.2571, -2.1814], [2.0857, 3.5694, -0.1981], [3.8159, 3.7724, 1.9874], [6.2434, 3.5211, 1.0112], [6.0001, 3.2782, -1.6863], [2.4345, -4.5661, -4.8579], [2.8163, -3.5742, -5.7304], [2.3526, -2.3782, -5.2527], [1.6065, -2.6752, -4.0799], [1.6966, -4.0213, -3.8491], [2.7245, -5.5170, -4.9850], [3.3580, -3.8516, -6.6198], [2.4780, -1.3846, -5.6493], [1.0897, -1.9382, -3.4857], [1.2945, -4.5495, -3.0017], [-1.4952, 4.9874, 3.8562], [-0.3916, 5.7811, 4.0977], [0.5169, 5.5627, 3.1023], [0.0457, 4.4376, 2.3441], [-1.2027, 4.1523, 2.8156], [-2.3249, 4.9290, 4.4158], [-0.4307, 6.4971, 4.9021], [1.4176, 6.1287, 2.9318], [0.5516, 3.9417, 1.5330], [-1.7965, 3.2959, 2.5336], [2.1460, -3.8353, 1.1385], [1.6735, -4.1253, -0.1117], [1.3031, -5.4520, -0.1031], [1.6066, -5.9891, 1.1789], [2.1229, -4.9585, 1.9136], [2.5071, -2.9589, 1.5032], [1.5885, -3.3448, -0.8464], [0.9450, -6.0058, -0.9594], [1.4303, -6.9969, 1.5162], [2.4135, -4.8543, 2.9470], [-1.9064, 2.0293, -4.2553], [-1.1457, 0.9045, -4.4613], [-1.6511, -0.0852, -3.6485], [-2.7633, 0.4666, -2.9657], [-2.8984, 1.7735, -3.3511], [-1.8961, 2.8319, -4.8591], [-0.3635, 0.9696, -5.1975], [-1.2873, -1.0964, -3.5508], [-3.4578, 0.0136, -2.2749], [-3.5900, 2.5616, -3.1059], [-1.7542, -5.6865, 1.2165], [-1.8544, -4.3266, 1.2617], [-2.9917, -4.0169, 1.9698], [-3.5251, -5.2278, 2.4630], [-2.7424, -6.2462, 1.9752], [-0.9996, -6.1578, 0.7484], [-1.1280, -3.7039, 0.7645], [-3.3630, -3.0152, 2.1170], [-4.4285, -5.3509, 3.0369], [-2.7743, -7.3067, 2.1582]], "atomic_forces_ev_per_a": [[0.30, 0.10, -0.21], [-0.20, -0.64, 0.04], [0.05, 0.15, 0.16], [-0.37, -0.29, -0.39], [-0.66, 0.30, 0.01], [-0.54, 0.56, -0.04], [0.33, 0.17, 0.18], [0.15, 0.03, -0.01], [0.19, -0.14, -0.06], [0.25, -0.15, 0.35], [0.49, -0.22, -0.12], [0.06, 0.06, -0.02], [-0.28, 0.17, -0.02], [0.59, -0.65, 0.20], [-0.24, 0.59, -0.15], [-0.51, -0.76, 0.27], [0.40, -0.36, -0.38], [-0.39, 0.14, -0.41], [-0.01, 0.09, -0.24], [0.08, 0.46, 0.14], [0.08, -0.20, 0.29], [-0.09, 0.35, -0.11], [-0.01, 0.24, 0.29], [0.14, -0.08, 0.07], [0.12, 0.12, -0.01], [-0.23, 0.59, -0.27], [0.01, -0.26, 0.02], [-0.25, 0.02, 0.16], [-0.62, -0.20, -0.12], [-0.26, -0.19, 0.16], [0.10, 0.02, 0.02], [0.28, 0.05, -0.05], [0.12, 0.17, 0.18], [0.13, 0.07, -0.04], [0.10, -0.31, 0.13], [0.42, 0.00, -0.18], [-0.31, 0.38, 0.03], [0.52, -0.41, 0.50], [-0.01, -0.09, -0.30], [-0.58, -0.16, 0.16], [1.12, 0.42, -0.31], [-0.12, -0.16, -0.57], [0.20, 0.16, 0.00], [-0.02, -0.04, 0.03], [-0.46, 0.21, 0.18], [-0.24, -0.38, 0.11], [0.00, 0.04, 0.16], [-0.12, 0.11, 0.04], [-0.12, 0.04, 0.08], [0.00, -0.80, -0.40], [0.35, 0.39, 0.30], [0.14, 0.16, 0.05], [-0.56, -0.11, -0.67], [0.16, 0.76, 0.53], [-0.02, -0.22, 0.05], [-0.21, -0.08, 0.02], [0.12, 0.07, 0.12], [0.30, 0.12, 0.04], [-0.11, -0.18, 0.11], [-0.04, -0.14, -0.26], [0.01, -0.13, 0.03], [0.18, 0.44, 0.56], [-0.13, -0.36, -0.55], [0.58, -0.38, 0.56], [0.25, 0.71, 0.10], [-0.66, 0.16, -0.92], [-0.33, 0.10, 0.01], [0.10, 0.25, -0.03], [-0.04, -0.06, 0.02], [0.18, -0.46, -0.24], [0.06, 0.08, 0.31], [0.02, -0.35, 0.16], [0.15, 0.27, -0.12], [0.11, -0.19, 0.87], [0.15, -0.03, -1.10], [-0.12, -0.05, 1.00], [-0.06, -0.20, -0.68], [-0.14, -0.13, 0.02], [0.05, 0.15, 0.12], [-0.10, -0.07, -0.11], [0.05, 0.24, -0.04], [0.12, -0.06, -0.04], [0.17, 0.09, -0.59], [-0.28, 0.07, 0.19], [0.43, -0.18, 0.14], [-0.64, 0.40, -0.05], [0.63, -0.53, 0.71], [-0.02, 0.05, 0.28], [0.00, 0.07, 0.17], [-0.29, -0.02, -0.06], [0.17, 0.12, -0.22], [-0.21, 0.06, -0.26], [0.09, 0.34, -0.37], [0.21, -0.17, -0.05], [-0.35, -0.14, 0.00], [0.28, 0.30, -0.05], [-0.27, 0.28, 0.43], [-0.21, -0.12, 0.28], [0.11, 0.21, 0.03], [0.11, -0.11, -0.25], [-0.05, -0.19, 0.18], [0.05, -0.35, -0.20], [0.64, -0.39, 0.08], [-0.93, 0.67, -0.23], [0.22, -0.66, 0.08], [0.00, 1.07, 0.01], [0.10, -0.78, -0.24], [0.06, 0.03, 0.13], [0.12, 0.10, -0.11], [0.13, -0.15, 0.15], [-0.04, -0.05, 0.00], [-0.27, 0.18, 0.17], [0.01, -0.32, 0.17], [-0.11, 0.13, 0.66], [0.26, -0.12, -0.48], [-0.09, 0.06, -0.15], [-0.10, 0.49, 0.36], [0.06, -0.04, -0.44], [0.01, -0.15, -0.19], [-0.11, 0.07, 0.03], [0.08, -0.03, 0.02], [0.05, -0.32, -0.02], [0.02, -0.01, -0.20], [-0.57, 0.34, 0.07], [0.18, -0.08, -0.24], [-0.54, 0.37, 0.44], [0.31, 0.10, -0.44], [0.16, 0.09, 0.12], [0.10, -0.40, 0.05], [0.09, 0.02, -0.04], [0.27, -0.29, 0.05], [-0.18, -0.19, 0.13], [0.27, 0.13, 0.18], [-0.36, 0.04, -0.34], [0.47, 0.42, 0.00], [-0.37, -0.34, -0.27], [-0.04, 0.01, 0.05], [0.11, -0.05, 0.20], [0.00, -0.05, -0.07], [-0.08, -0.06, 0.20], [0.08, 0.01, 0.13], [-0.09, -0.02, -0.12]], "mulliken_charge": [-0.415, -0.018, -0.415, -0.504, -0.744, 1.787, 0.388, 0.220, 0.336, 0.415, -0.469, -0.823, -0.582, -0.618, 0.891, 0.188, 0.957, 1.156, -0.143, -0.250, -0.023, -1.062, -0.495, 0.053, 0.105, -0.243, -0.461, -0.487, -0.847, 0.962, 0.285, 0.325, 0.296, 0.344, -0.315, 0.156, -0.758, 0.345, -0.388, -0.019, -0.515, 0.295, -0.148, 0.324, 0.319, 0.303, -0.434, 0.452, -0.587, 0.285, -0.364, -0.482, 0.560, 0.042, 0.299, 0.245, -0.044, -0.218, 0.123, 0.161, -0.623, 0.252, -0.408, 0.531, 0.849, -0.071, -0.216, -0.241, 0.472, -0.681, 0.493, -0.214, 0.173, -0.209, 0.005, -0.876, -1.261, 0.266, 0.048, 0.760, 0.544, 0.405, 0.157, -0.856, -0.402, -0.886, -0.581, 0.426, 0.477, 0.541, 0.611, 0.459, 0.080, -0.616, -1.318, 0.742, -1.248, 0.194, 0.406, 0.449, 0.621, 0.610, -0.026, -0.839, -1.064, 0.375, -0.668, 0.230, 0.441, 0.443, 0.620, 0.512, 0.378, -0.566, -0.338, -0.937, -0.595, 0.311, 0.484, 0.598, 0.463, 0.433, 0.113, -1.226, 0.103, 0.175, -1.539, 0.262, 0.745, 0.363, 0.502, 0.648, 0.356, -0.712, -0.105, -1.112, -0.583, 0.177, 0.462, 0.601, 0.452, 0.454], "total_energy_ev": -90076.90593, "e_lumo_ev": 0.1, "max_force_ev_per_a": 1.24, "orbital_gap_ev": 7.95, "mol_weight_g_mol": 986.2}

=====

{"formula": "C6H34N2O9", "method": "the ωB97M-V functional and the def2-TZVPD basis", "species": ["C", "C", "N", "C", "C", "C", "N", "C", "H", "H", "H", "H", "H", "H", "H", "H", "H", "H", "H", "H", "H", "H", "H", "H", "H", "H", "O", "H", "H", "O", "H", "H", "O", "H", "H", "O", "H", "H", "O", "H", "H", "O", "H", "H", "O", "H", "H", "O", "H", "H", "O"], "xyz": [[0.4293, -3.0441, -1.3296], [0.1097, -3.4233, 0.0824], [0.7678, -2.7418, 1.1342], [2.2496, -2.9000, 1.1705], [0.4036, -1.4226, 1.5693], [0.7315, -0.2951, 0.6186], [-0.2766, 0.8976, 0.6979], [-1.2191, 0.7191, -0.5146], [1.0411, -2.2339, -1.2854], [1.1203, -3.7376, -1.8236], [-0.5011, -3.0132, -1.9668], [-0.9891, -3.3408, 0.3380], [0.3147, -4.6153, 0.1817], [2.2661, -3.9313, 1.4592], [2.6811, -2.4064, 0.2335], [2.7743, -2.2852, 1.8755], [0.9269, -1.2144, 2.5246], [-0.7192, -1.4760, 1.9378], [1.7180, 0.2604, 0.8486], [0.9765, -0.6101, -0.4264], [-0.6741, 1.0614, 1.5882], [-0.6562, 0.6321, -1.5807], [-1.6492, 1.7246, -0.6513], [-1.8173, -0.1277, -0.4730], [-0.8405, 4.1289, -0.0618], [-1.4615, 3.7297, -1.4174], [-1.5453, 4.2989, -0.7104], [-0.2433, -0.9079, -3.2401], [-1.3979, -0.9802, -4.2827], [-0.9557, -1.4285, -3.6133], [2.1927, 3.6840, 0.9071], [0.8605, 2.9490, 0.0651], [1.4735, 3.8186, 0.2072], [-0.6646, -2.0938, 4.1200], [-0.9223, -0.7242, 3.5032], [-1.3091, -1.3267, 4.0864], [-1.0247, 3.0985, -3.4392], [0.1752, 2.6949, -2.8362], [-0.7546, 2.5457, -2.5801], [1.1928, 1.5916, -0.9634], [2.5585, 1.6454, -0.5016], [2.0441, 1.2814, -1.2375], [-2.9370, -0.0422, 2.0385], [-2.7275, -1.5285, 2.5871], [-3.0837, -0.9148, 1.8260], [2.1640, 1.5053, -3.9654], [1.9320, 2.0490, -2.6401], [1.5982, 2.1250, -3.5497], [-2.3433, 2.6952, 2.7669], [-2.0092, 1.7937, 3.8536], [-1.9802, 1.8356, 2.8693]], "atomic_forces_ev_per_a": [[-1.61, -2.60, -1.47], [-1.54, -3.16, 1.11], [2.22, 0.56, 2.00], [-1.52, 1.19, -1.74], [-2.35, -0.21, 1.04], [0.62, 3.14, 0.61], [1.90, -2.52, -5.08], [2.96, 2.70, -0.65], [0.94, 3.03, -0.47], [-0.31, -0.49, 0.16], [1.25, 0.57, 0.62], [0.96, 0.05, -0.61], [-0.34, 2.47, 0.13], [1.54, -0.85, -0.74], [-0.01, -1.79, 0.47], [-0.45, 0.24, 1.12], [0.06, -0.23, -0.37], [2.04, 0.39, -1.77], [-1.09, -1.40, 0.44], [-1.16, 0.39, 1.01], [-0.72, -0.12, 0.68], [-0.61, -0.01, 2.92], [-0.86, -0.96, 0.23], [-1.62, -1.31, 0.41], [-0.16, 0.04, -0.61], [0.84, -2.17, -2.22], [-0.74, 2.59, 3.26], [-0.06, 0.45, -0.18], [-0.84, 1.63, -1.63], [0.84, -1.96, 1.69], [-1.49, -0.53, -1.02], [2.28, 2.60, 1.53], [-1.07, -1.96, -0.02], [-1.07, 1.41, -0.10], [1.09, 1.61, -1.35], [-0.16, -3.00, 2.05], [-0.13, -1.73, 2.61], [0.34, -0.76, 0.59], [-0.82, 2.70, -4.03], [-1.52, -0.09, 0.24], [0.73, 0.05, 0.08], [1.26, -0.14, -0.13], [0.75, 3.11, 1.17], [-0.99, 2.35, -1.95], [-0.03, -5.35, 0.79], [0.67, -0.93, -1.08], [0.26, -0.04, 0.61], [-0.18, 1.10, -0.47], [-0.50, 1.49, -0.90], [0.29, -0.47, -0.79], [0.09, -1.08, 1.83]], "mulliken_spin": [0.117, -0.017, -0.154, 0.063, -0.085, 0.987, -0.717, 0.324, -0.075, 0.012, 0.002, -0.006, -0.003, -0.074, 0.026, -0.036, 0.176, -0.062, 0.387, -0.035, 0.230, -0.089, -0.045, 0.036, 0.025, -0.018, 0.063, -0.005, 0.006, -0.005, -0.154, 0.280, 0.143, -0.001, -0.009, -0.065, 0.008, -0.050, -0.001, -0.248, 0.381, -0.717, 0.009, 0.016, 0.064, -0.041, 0.270, 0.157, 0.002, 0.081, -0.152], "charge": -1, "total_energy_ev": -28176.24782, "e_lumo_ev": [2.6, 2.6], "max_force_ev_per_a": 5.98, "orbital_gap_ev": [2.41, 8.03], "mol_weight_g_mol": 278.3, "spin_multiplicity": 2}